1.
Entry from the Open Molecules 2025 dataset: C27H20ClGaNPS as an isolated structure (ωB97M-V with the def2-TZVPD basis set).

The geometry in XYZ format:
```
52
Properties=species:S:1:pos:R:3:forces:R:3:mulliken_charge:R:1
Ga 1.7195 0.1552 0.0442 -0.47 -0.10 0.06 0.162
Cl 2.0505 1.4905 -1.9304 0.06 0.06 0.01 -0.182
C 0.4352 1.3763 -2.7090 0.15 0.00 0.04 1.047
C 0.4063 1.6878 -4.0488 -0.08 -0.01 -0.01 -0.721
C -0.8235 1.6176 -4.6951 0.01 0.01 -0.02 -0.528
C -1.9648 1.2390 -4.0042 -0.01 -0.01 0.03 -0.801
C -1.8961 0.9319 -2.6522 -0.03 0.02 -0.03 -0.396
C -0.6825 1.0051 -1.9704 0.06 0.00 -0.06 -0.606
P -0.5538 0.6196 -0.2184 0.00 0.18 -0.18 1.702
C -0.7953 2.1197 0.7249 0.03 0.09 0.03 0.099
C -0.6569 2.0531 2.1160 0.00 0.03 -0.01 -0.204
C -0.7735 3.2095 2.8670 0.00 -0.01 -0.01 -0.872
C -1.0077 4.4268 2.2360 -0.01 0.02 0.02 -0.551
C -1.1311 4.4941 0.8564 0.00 -0.02 0.00 -0.740
C -1.0243 3.3404 0.0927 -0.08 0.00 0.03 -0.586
C -1.7390 -0.6367 0.2108 -0.01 -0.13 0.01 0.441
C -1.5459 -1.9318 -0.2804 -0.04 0.01 0.05 -0.313
C -2.4710 -2.9163 0.0140 -0.01 0.01 0.00 -0.789
C -3.5778 -2.6125 0.8013 0.00 -0.02 -0.01 -0.514
C -3.7659 -1.3287 1.2908 0.02 0.02 -0.01 -0.766
C -2.8465 -0.3307 0.9981 -0.05 -0.02 -0.03 -0.231
H 1.3028 1.9777 -4.5795 0.00 0.00 0.01 0.510
H -0.8777 1.8589 -5.7482 -0.01 -0.01 0.00 0.442
H -2.9135 1.1806 -4.5197 0.00 0.00 0.01 0.454
H -2.7890 0.6325 -2.1166 0.01 -0.01 0.00 0.528
H -0.4722 1.1057 2.6110 0.00 -0.01 -0.01 0.604
H -0.6841 3.1640 3.9441 0.00 0.00 -0.01 0.460
H -1.0975 5.3286 2.8269 0.00 -0.01 0.00 0.434
H -1.3173 5.4432 0.3728 0.00 0.00 0.00 0.445
H -1.1391 3.3950 -0.9824 0.02 0.00 0.00 0.427
H -0.6854 -2.1676 -0.8977 0.00 0.00 0.00 0.317
H -2.3353 -3.9195 -0.3667 0.00 0.00 0.00 0.449
H -4.2993 -3.3848 1.0322 0.01 0.00 0.00 0.425
H -4.6304 -1.0997 1.8988 0.00 0.00 0.00 0.448
H -2.9983 0.6731 1.3723 0.01 0.01 0.02 0.456
S 3.4148 -1.7589 3.4146 0.00 -0.06 0.05 -0.169
C 3.2316 -0.1493 3.9441 0.03 0.05 0.02 -0.465
C 2.7571 0.6809 2.9678 -0.02 -0.11 -0.03 -0.298
C 2.5326 -0.0177 1.7563 0.24 0.31 0.10 0.036
C 2.8464 -1.3543 1.8570 0.08 -0.20 -0.09 -0.279
C 2.7350 -2.2655 0.7101 0.06 0.10 0.08 1.187
C 3.0571 -3.6133 0.7066 0.04 -0.03 0.03 -0.868
C 2.9546 -4.3268 -0.4736 0.00 -0.04 -0.01 -0.432
C 2.5306 -3.6949 -1.6410 0.03 -0.01 0.00 -0.869
C 2.2005 -2.3636 -1.5768 -0.01 0.00 0.08 0.005
N 2.2922 -1.6732 -0.4267 0.00 -0.12 -0.14 0.263
H 3.4993 0.1091 4.9573 0.00 -0.01 -0.01 0.506
H 2.5943 1.7379 3.1155 -0.01 -0.01 0.00 0.469
H 3.3957 -4.0886 1.6173 0.00 0.00 -0.01 0.437
H 3.2118 -5.3779 -0.4907 0.00 0.01 0.00 0.477
H 2.4644 -4.2246 -2.5799 -0.01 -0.01 0.01 0.464
H 1.8628 -1.8167 -2.4479 -0.03 0.02 0.00 0.492
```
Forces are in eV/Å.

The value obtained for the strongest force on any atom is 0.49 eV Å⁻¹. The energy above the lowest of the compared OMol25 structures with the same formula, charge and spin is 0.0 kJ/mol. The gap between HOMO and LUMO comes out at 7.992 eV. Its total energy is -114823.0483 eV. The net charge is +2.

2.
Entry from the Open Molecules 2025 dataset: C27H20IrN4OS as an isolated structure (ωB97M-V with the def2-TZVPD basis set).

The geometry in XYZ format:
```
54
Properties=species:S:1:pos:R:3:forces:R:3:mulliken_charge:R:1
Ir -0.4793 -0.7592 -1.1827 2.41 -0.51 3.40 0.982
C -1.5362 3.3630 -1.2271 -0.25 0.00 0.22 -1.646
C -1.4838 1.8732 -1.2008 2.51 0.64 -0.21 1.167
N -0.3343 1.2288 -1.2761 -2.64 0.26 -0.26 0.536
N 0.8718 1.7571 -1.2620 1.30 0.86 -0.07 -0.975
C 1.8237 0.8088 -1.3144 -1.52 0.02 0.00 0.383
O 1.5183 -0.4512 -1.3912 0.74 -0.22 0.06 -0.662
C 3.2195 1.2135 -1.2469 0.43 -0.08 0.01 0.534
C 3.5732 2.5630 -1.1736 -0.12 -0.09 -0.01 -0.277
C 4.9014 2.9171 -1.0368 0.07 0.05 -0.02 -0.708
C 5.8838 1.9364 -0.9795 -0.07 -0.04 0.01 -0.367
C 5.5366 0.5944 -1.0687 0.10 0.00 0.00 -0.646
C 4.2110 0.2293 -1.2051 -0.18 0.06 -0.01 -0.411
C -2.6377 1.0236 -1.1140 -1.57 -1.04 -0.15 0.342
C -3.9403 1.5272 -1.0012 0.91 0.19 -0.07 -0.886
C -5.0185 0.6741 -1.0161 -0.20 -0.77 0.03 -0.358
C -4.7995 -0.6977 -1.1380 -0.28 0.62 0.00 -0.849
C -3.5023 -1.1536 -1.2061 0.28 -0.31 0.06 0.093
N -2.4424 -0.3423 -1.1823 -0.95 0.75 0.33 -0.243
H -0.5263 3.7624 -1.2625 -0.01 -0.04 -0.02 0.305
H -2.0381 3.7507 -0.3377 0.00 0.05 -0.01 0.398
H -2.0904 3.7130 -2.1000 0.00 0.01 0.00 0.476
H 2.7984 3.3141 -1.2221 0.01 0.02 0.03 0.459
H 5.1761 3.9608 -0.9736 0.00 0.02 0.00 0.400
H 6.9213 2.2188 -0.8626 0.02 0.00 -0.01 0.400
H 6.3032 -0.1671 -1.0253 0.01 -0.01 -0.01 0.407
H 3.9209 -0.8098 -1.2750 0.03 -0.01 0.03 0.451
H -4.0764 2.5944 -0.9053 -0.02 0.02 -0.06 0.403
H -6.0266 1.0538 -0.9276 0.00 0.06 -0.02 0.449
H -5.6225 -1.3951 -1.1673 0.02 -0.05 0.01 0.411
H -3.2854 -2.2126 -1.2630 0.09 0.02 0.01 0.433
S -0.2804 -2.2501 3.2146 0.01 0.19 -0.30 -0.336
C -0.2993 -0.5196 3.4054 -0.04 -0.04 -0.39 0.628
C -0.3146 0.2239 4.5778 0.01 0.01 0.02 -0.674
C -0.3414 1.6006 4.4750 0.01 -0.01 0.06 -0.496
C -0.3290 2.2278 3.2267 -0.03 -0.04 0.00 -0.953
C -0.3175 1.4916 2.0606 -0.03 -0.05 -0.16 0.000
C -0.3199 0.1003 2.1469 -0.02 0.70 0.39 -0.477
N -0.3404 -0.8007 1.1037 -0.38 -0.71 -2.89 0.055
C -0.3211 -2.0534 1.4973 -0.08 -0.24 0.32 0.868
C -0.3238 -3.1350 0.5436 -0.09 -0.43 -0.09 1.355
C -0.3549 -4.4805 0.9166 0.20 0.09 0.07 -0.863
C -0.3129 -5.4598 -0.0568 -0.04 -0.12 0.15 -0.810
C -0.2182 -5.1022 -1.3966 0.17 0.22 -0.09 -0.607
C -0.1825 -3.7606 -1.7652 -0.07 -0.36 0.13 -0.520
C -0.2897 -2.7626 -0.8063 -0.67 0.39 -0.56 -0.551
H -0.3092 -0.2678 5.5406 -0.01 0.02 0.02 0.424
H -0.3733 2.2015 5.3728 0.04 0.00 0.02 0.404
H -0.3298 3.3078 3.1760 0.00 0.01 -0.01 0.433
H -0.3009 1.9705 1.0918 0.05 0.04 0.07 0.432
H -0.3954 -4.7457 1.9667 -0.01 -0.11 -0.01 0.420
H -0.3352 -6.5034 0.2251 -0.02 0.00 0.01 0.415
H -0.1590 -5.8679 -2.1589 0.01 -0.04 0.02 0.423
H -0.0709 -3.5038 -2.8129 -0.11 0.01 -0.03 0.426
```
Forces are in eV/Å.

The value obtained for the strongest force on any atom is 4.19 eV Å⁻¹. The gap between HOMO and LUMO (alpha / beta) comes out at 6.118 / 6.117 eV. Its total energy is -49999.9208 eV. The net charge is +1.

3.
Entry from the Open Molecules 2025 dataset: C27H21Cl5N3O3Pt as an isolated structure (ωB97M-V with the def2-TZVPD basis set).

The geometry in XYZ format:
```
60
Properties=species:S:1:pos:R:3:forces:R:3:mulliken_charge:R:1
Pt -0.4748 -0.2366 0.4923 0.66 -2.02 0.02 2.178
O 0.3123 -1.4576 4.2070 0.15 0.01 -0.02 -0.618
C 0.3781 -1.0668 3.0723 -0.36 -0.11 0.02 0.356
O -0.6401 -0.5200 2.4367 -0.09 0.03 0.36 -0.963
C 1.6397 -1.2138 2.2603 0.06 -0.62 -0.14 0.374
C 2.8208 -1.6020 2.8571 -0.13 -0.12 0.00 -0.997
C 3.9655 -1.6657 2.0795 0.07 0.01 -0.06 -0.513
C 3.8793 -1.3745 0.7271 0.05 -0.05 0.04 -0.979
C 2.6559 -1.0122 0.1969 -0.24 -0.11 -0.01 -0.187
N 1.5590 -0.9268 0.9529 0.02 0.58 -0.31 0.185
H 2.8142 -1.8286 3.9141 -0.01 0.01 0.00 0.625
H 4.9147 -1.9374 2.5216 0.00 -0.01 0.00 0.470
H 4.7468 -1.4210 0.0849 -0.01 0.01 -0.01 0.492
H 2.5466 -0.7951 -0.8542 0.01 0.14 0.00 0.200
C 0.4795 -0.0933 -2.5333 0.02 0.07 0.09 -1.744
N -0.5707 -0.3247 -1.5379 -0.12 -0.01 -0.31 0.314
C -1.6907 -0.8700 -1.9154 -0.24 0.40 0.05 0.128
C -2.7192 -1.0078 -0.9578 0.22 -0.04 -0.04 -0.285
C -4.0542 -1.3927 -0.9245 -0.13 0.10 0.06 -0.850
C -4.5090 -1.1219 0.3734 -0.08 -0.09 -0.06 -0.836
C -3.4454 -0.5918 1.1021 0.11 -0.09 -0.08 -0.764
N -2.3739 -0.5524 0.2953 -0.64 0.83 -0.23 1.187
C 1.0441 1.3101 -2.5543 -0.01 0.09 -0.15 0.955
C 1.5031 1.9855 -1.4279 0.19 -0.16 -0.04 0.663
C 2.0215 3.2683 -1.5274 -0.01 -0.01 -0.02 -0.742
C 2.1002 3.8942 -2.7627 -0.02 0.00 0.00 -0.727
C 1.6551 3.2289 -3.8951 -0.02 0.02 0.00 -0.768
C 1.1291 1.9502 -3.7885 -0.04 0.03 0.03 -0.862
H 0.0324 -0.2721 -3.5114 0.06 -0.13 -0.02 0.578
H 1.2591 -0.8507 -2.3993 0.00 0.08 0.04 0.337
H -1.8427 -1.1315 -2.9574 0.02 -0.01 0.00 0.654
H -4.6232 -1.7969 -1.7458 -0.01 -0.01 0.01 0.581
H -5.5020 -1.2833 0.7580 -0.01 0.00 -0.02 0.478
H -3.3915 -0.2752 2.1310 0.00 0.04 -0.01 0.536
H 1.4599 1.5321 -0.4481 0.21 -0.11 -0.21 0.027
H 2.3685 3.7741 -0.6349 0.02 0.01 0.01 0.528
H 2.5053 4.8940 -2.8421 0.00 0.00 0.00 0.429
H 1.7044 3.7094 -4.8630 0.01 0.00 0.00 0.407
H 0.7733 1.4467 -4.6799 0.00 0.00 0.00 0.377
Cl 1.5466 1.4137 2.3885 0.18 1.33 0.23 -0.104
C 0.3683 2.3653 1.5643 -0.14 0.18 0.16 1.469
C -0.5624 1.7959 0.6834 -0.10 0.36 0.18 -1.703
C -1.4100 2.6992 0.0032 0.24 -0.06 0.27 0.857
Cl -2.5954 2.2898 -1.1651 0.02 -0.95 -0.07 -0.170
C -1.3162 4.0823 0.2281 -0.04 -0.08 -0.02 -0.072
Cl -2.3498 5.1637 -0.6090 0.02 0.09 0.02 -0.165
C -0.3942 4.6064 1.1195 -0.01 0.13 -0.01 0.267
Cl -0.2902 6.2943 1.3765 0.00 -0.02 0.01 -0.157
C 0.4531 3.7411 1.7896 0.09 -0.10 0.08 -0.257
Cl 1.6157 4.3814 2.8756 0.01 -0.01 0.00 -0.145
C -1.4563 -3.6379 1.9804 -0.04 0.00 -0.07 -0.908
C -0.9068 -3.6389 0.5875 -0.20 -0.02 0.10 0.889
C -0.9564 -4.8944 -0.2290 0.11 0.00 0.01 -1.419
O -0.4502 -2.6244 0.0674 0.18 0.36 0.10 -0.472
H -1.8267 -4.6139 2.2791 -0.02 0.00 -0.03 0.478
H -2.2615 -2.9032 2.0437 0.02 0.02 0.01 0.148
H -0.6864 -3.3214 2.6840 0.02 -0.02 0.03 0.161
H -1.1164 -5.7820 0.3763 0.01 0.01 0.01 0.442
H -0.0450 -4.9909 -0.8171 -0.02 0.01 -0.03 0.342
H -1.7910 -4.7970 -0.9289 -0.03 0.00 0.02 0.298
```
Forces are in eV/Å.

The value obtained for the strongest force on any atom is 2.13 eV Å⁻¹. The energy above the lowest of the compared OMol25 structures with the same formula, charge and spin is 82.4 kJ/mol. The gap between HOMO and LUMO comes out at 7.370 eV. Its total energy is -104805.1832 eV. The net charge is +1.

4.
Entry from the Open Molecules 2025 dataset: C27H21Cl5N3O3Pt as an isolated structure (ωB97M-V with the def2-TZVPD basis set).

The geometry in XYZ format:
```
60
Properties=species:S:1:pos:R:3:forces:R:3:mulliken_charge:R:1
Pt 0.8204 -0.2117 -0.0338 1.57 3.08 -0.59 1.838
O -0.1944 -3.7389 2.4245 0.03 -0.54 0.51 -0.507
C 0.0862 -2.6382 2.1188 -0.47 0.11 -1.15 -0.352
O -0.4306 -2.0690 0.9365 0.05 0.21 0.67 -0.289
C 1.0215 -1.7069 2.7853 0.59 0.30 0.69 0.725
C 1.5897 -2.0924 3.9920 -0.35 -0.45 -0.18 -0.968
C 2.4037 -1.2025 4.6652 0.15 0.17 0.09 -0.474
C 2.6370 0.0402 4.1012 0.00 -0.11 0.02 -0.960
C 2.0598 0.3306 2.8756 0.07 0.11 -0.13 -0.136
N 1.2660 -0.5172 2.2319 -0.40 -0.61 0.55 0.180
H 1.3573 -3.0809 4.3663 0.08 0.05 0.11 0.576
H 2.8535 -1.4613 5.6146 -0.04 -0.07 -0.03 0.461
H 3.2633 0.7696 4.5951 -0.01 0.02 -0.04 0.454
H 2.2441 1.2785 2.3831 0.02 -0.01 -0.03 0.455
C 0.5543 2.4075 -1.7634 -0.22 -0.11 -0.17 -1.420
N 1.4366 1.5579 -0.9809 -0.58 -0.83 -0.10 -0.149
C 2.7134 1.7373 -0.9638 0.05 0.21 -0.09 0.170
C 3.5095 0.7250 -0.4201 0.70 -0.16 0.10 0.026
C 4.8711 0.6103 -0.1183 -0.15 0.20 -0.01 -1.006
C 5.0561 -0.6763 0.3750 -0.15 -0.18 0.00 -0.720
C 3.8042 -1.3083 0.3474 0.23 -0.32 0.07 -0.443
N 2.8873 -0.4717 -0.1420 -1.94 0.22 0.16 0.263
C 0.0014 1.6701 -2.9670 0.07 0.05 0.06 1.054
C 0.8479 0.9271 -3.7836 -0.01 -0.01 -0.03 -0.272
C 0.3520 0.2876 -4.9101 -0.01 -0.01 0.05 -0.740
C -0.9951 0.3933 -5.2319 -0.01 -0.02 -0.02 -0.461
C -1.8414 1.1358 -4.4232 -0.03 -0.02 0.02 -0.801
C -1.3457 1.7630 -3.2879 -0.01 0.03 -0.03 -0.236
H 1.1039 3.2925 -2.0954 0.06 0.03 0.09 0.645
H -0.2819 2.7386 -1.1472 0.06 0.06 0.06 0.160
H 3.1536 2.6339 -1.3938 -0.07 0.04 0.01 0.486
H 5.6104 1.3883 -0.2349 0.01 -0.08 -0.05 0.498
H 5.9805 -1.1253 0.7000 -0.03 -0.01 -0.03 0.467
H 3.5653 -2.3276 0.6155 -0.06 0.08 0.06 0.552
H 1.9023 0.8486 -3.5425 -0.02 -0.03 0.00 0.348
H 1.0169 -0.2904 -5.5386 0.00 0.01 0.00 0.422
H -1.3843 -0.1007 -6.1132 0.02 0.01 0.02 0.422
H -2.8901 1.2268 -4.6770 0.01 -0.01 0.02 0.433
H -2.0132 2.3440 -2.6590 0.03 -0.02 0.00 0.359
Cl -0.6111 -1.7994 -1.8503 -0.36 -0.52 -0.33 0.039
C -1.9716 -2.0524 -0.8249 0.35 -0.05 0.05 0.254
C -1.7419 -2.1477 0.5499 -0.17 -0.27 -0.37 -0.708
C -2.8244 -2.1451 1.4186 -0.01 0.10 0.06 0.815
Cl -2.5898 -1.9639 3.1141 0.10 0.01 0.03 -0.146
C -4.1251 -2.1610 0.9078 0.01 0.02 0.04 0.210
Cl -5.4558 -2.1948 1.9858 -0.01 0.01 0.02 -0.157
C -4.3464 -2.1097 -0.4648 0.03 0.05 -0.02 0.224
Cl -5.9430 -2.0646 -1.0803 -0.01 -0.05 -0.01 -0.152
C -3.2592 -2.0305 -1.3362 -0.07 -0.04 0.03 0.154
Cl -3.5088 -1.8961 -3.0215 0.02 0.01 -0.04 -0.125
C -1.2714 1.9195 2.0511 0.12 -0.06 -0.03 -0.913
C -1.9037 1.3795 0.8097 -0.02 0.16 0.33 0.804
C -3.3220 1.7584 0.5234 0.00 -0.14 -0.15 -1.477
O -1.3069 0.6473 0.0297 0.80 -0.68 -0.29 -0.602
H -1.8562 1.6233 2.9247 -0.03 0.00 -0.04 0.409
H -1.2722 3.0115 2.0231 -0.05 -0.01 -0.03 0.415
H -0.2540 1.5517 2.1469 0.00 0.02 0.00 -0.178
H -3.9541 1.4857 1.3720 0.03 0.03 0.00 0.429
H -3.6765 1.2602 -0.3768 0.01 0.00 0.01 0.226
H -3.3982 2.8410 0.3977 0.02 -0.01 0.05 0.416
```
Forces are in eV/Å.

The value obtained for the strongest force on any atom is 3.51 eV Å⁻¹. The energy above the lowest of the compared OMol25 structures with the same formula, charge and spin is 99.8 kJ/mol. The gap between HOMO and LUMO comes out at 7.304 eV. Its total energy is -104805.0023 eV. The net charge is +1.